Here is a 2-piece molecular cluster, C2H4N4 overall in a non-equilibrium geometry from OMol25. Energies are from wB97M-V/def2-TZVPD.

Cartesian coordinates (Å):
1 N 1.857 0.036 0.113
2 C 0.570 0.437 0.021
3 C -0.382 1.213 -0.178
4 N -1.833 -0.450 -0.341
5 N -1.180 -1.320 0.337
6 N -0.061 -1.488 0.630
7 H 2.524 0.416 -0.548
8 H 1.934 -0.955 0.275
9 H -0.809 2.156 -0.500
10 H -2.619 -0.045 0.190

The calculation puts the energy above the lowest of the compared OMol25 structures with the same formula, charge and spin at 129.0 kcal/mol. The total energy comes out at -297.43877 Ha. The maximum force is 2.52 eV/Å. The calculation puts the HOMO-LUMO gap at 0.3260 Ha.